Entry 1:
Density functional theory data (ωB97M-V/def2-TZVPD) for C28H50N2O5PSZn as an isolated structure.

Geometry (Å):
Zn (0.635, 0.172, 0.835)
O (2.647, 3.363, 1.718)
C (2.048, 2.322, 1.933)
O (0.895, 2.018, 1.423)
C (2.649, 1.319, 2.936)
C (1.550, 0.639, 3.760)
C (2.140, -0.060, 4.989)
C (2.788, -1.318, 4.358)
C (2.505, -1.084, 2.876)
O (1.190, -0.477, 2.921)
C (3.391, 0.062, 2.349)
C (3.543, -0.052, 0.827)
O (4.675, -0.190, 0.366)
O (2.463, -0.076, 0.128)
H (3.333, 1.894, 3.557)
H (0.669, 1.248, 3.940)
H (1.349, -0.331, 5.689)
H (2.854, 0.577, 5.512)
H (2.299, -2.229, 4.701)
H (3.856, -1.402, 4.556)
H (2.471, -1.964, 2.237)
H (4.396, -0.003, 2.760)
C (-2.519, -3.668, 2.257)
C (-2.677, -3.024, 0.872)
C (-2.514, -4.100, -0.206)
C (-4.074, -2.398, 0.757)
C (-1.651, -1.976, 0.715)
C (-0.798, -1.116, 0.619)
H (-3.272, -4.449, 2.402)
H (-2.634, -2.919, 3.040)
H (-1.528, -4.111, 2.352)
H (-3.289, -4.864, -0.092)
H (-1.542, -4.585, -0.119)
H (-2.597, -3.665, -1.203)
H (-4.847, -3.158, 0.905)
H (-4.213, -1.950, -0.227)
H (-4.203, -1.616, 1.507)
C (-3.683, 0.994, -1.375)
C (-2.735, 2.101, -1.834)
C (-2.191, 1.764, -3.223)
P (-1.311, 2.252, -0.638)
C (-2.118, 2.953, 0.894)
C (-3.248, 3.950, 0.652)
C (-2.554, 1.857, 1.869)
C (-0.429, 3.736, -1.377)
C (0.054, 4.788, -0.377)
C (0.783, 3.200, -2.150)
H (-4.408, 0.760, -2.161)
H (-4.239, 1.276, -0.482)
H (-3.119, 0.088, -1.141)
H (-3.276, 3.052, -1.889)
H (-1.596, 0.847, -3.190)
H (-1.561, 2.560, -3.621)
H (-3.014, 1.605, -3.926)
H (-1.279, 3.471, 1.364)
H (-4.137, 3.455, 0.255)
H (-2.963, 4.732, -0.054)
H (-3.536, 4.432, 1.591)
H (-3.371, 1.251, 1.474)
H (-2.899, 2.307, 2.805)
H (-1.735, 1.177, 2.095)
H (-1.120, 4.219, -2.078)
H (0.731, 4.350, 0.358)
H (-0.769, 5.277, 0.144)
H (0.608, 5.562, -0.916)
H (1.500, 2.771, -1.447)
H (1.284, 4.004, -2.697)
H (0.506, 2.421, -2.863)
C (3.790, -0.730, -4.161)
C (3.625, -0.501, -2.664)
N (3.724, -1.737, -1.904)
C (2.681, -2.557, -1.643)
S (2.833, -3.844, -0.560)
N (1.547, -2.315, -2.324)
C (0.325, -3.079, -2.159)
C (0.287, -4.315, -3.045)
H (3.709, 0.214, -4.704)
H (3.031, -1.412, -4.549)
H (4.766, -1.168, -4.373)
H (2.692, 0.021, -2.429)
H (4.406, 0.152, -2.279)
H (4.393, -1.712, -1.148)
H (1.472, -1.427, -2.790)
H (-0.506, -2.408, -2.388)
H (0.229, -3.346, -1.109)
H (0.350, -4.041, -4.100)
H (-0.643, -4.865, -2.887)
H (1.122, -4.971, -2.801)

Values from the calculation:
highest occupied orbital energy: -5.16 eV
charge: -1
lowest unoccupied orbital energy: 2.5 eV

---

Entry 2:
Density functional theory data (ωB97M-V/def2-TZVPD) for a 3-piece molecular cluster, C28H50NO13PS3 overall at a distorted geometry.

Geometry (Å):
C (-6.251, -6.541, -0.623)
C (-5.371, -7.878, -0.947)
O (-4.505, -7.691, -2.091)
C (-3.121, -7.489, -1.713)
C (-2.763, -5.914, -1.719)
C (-2.695, -5.353, -0.209)
C (-1.906, -3.927, -0.277)
C (-0.815, -3.783, 0.928)
C (-0.456, -2.226, 1.098)
O (-0.622, -1.663, -0.260)
N (0.983, -1.841, 1.355)
C (0.927, -0.353, 1.218)
O (1.694, 0.391, 0.572)
C (-0.365, 0.063, 2.140)
C (-1.284, 1.044, 1.250)
C (-1.105, 2.604, 1.529)
C (-1.691, 3.344, 2.791)
C (-1.544, 4.873, 3.022)
C (-0.794, 5.798, 1.995)
C (-0.196, 5.073, 0.753)
C (-0.349, 3.525, 0.515)
C (0.308, 2.986, -0.857)
P (0.490, 0.705, 3.700)
O (1.451, -0.618, 4.272)
O (-0.569, 1.101, 4.979)
S (1.788, 2.139, 3.356)
C (-1.192, -1.348, 2.222)
C (-1.505, -1.973, 3.665)
C (-0.471, -3.090, 4.179)
C (-1.245, -4.365, 4.787)
O (-0.832, -4.866, 5.857)
O (-2.369, -4.982, 4.151)
H (-6.215, -6.358, 0.505)
H (-7.341, -6.737, -0.955)
H (-5.815, -5.671, -1.237)
H (-4.850, -8.267, -0.009)
H (-6.136, -8.689, -1.253)
H (-2.464, -8.036, -2.474)
H (-2.846, -7.888, -0.676)
H (-1.766, -5.792, -2.279)
H (-3.546, -5.362, -2.368)
H (-3.791, -5.144, 0.102)
H (-2.239, -6.080, 0.542)
H (-2.737, -3.125, -0.194)
H (-1.380, -3.901, -1.295)
H (0.091, -4.446, 0.724)
H (-1.371, -4.191, 1.859)
H (-1.485, -1.200, -0.333)
H (1.677, -2.248, 0.712)
H (-2.403, 0.823, 1.285)
H (-0.964, 0.875, 0.151)
H (-2.269, 2.752, 3.573)
H (-2.009, 5.378, 3.934)
H (-0.698, 6.932, 2.131)
H (0.358, 5.719, -0.036)
H (0.370, 3.822, -1.653)
H (-0.309, 2.148, -1.343)
H (1.370, 2.620, -0.649)
H (1.756, -0.438, 5.189)
H (-1.510, 0.969, 4.726)
H (-2.259, -1.265, 1.774)
H (-2.534, -2.497, 3.573)
H (-1.662, -1.177, 4.488)
H (0.333, -3.394, 3.432)
H (0.094, -2.625, 5.074)
H (-3.180, -4.505, 4.460)
O (-0.203, 7.252, -3.355)
S (1.227, 7.356, -3.222)
O (1.912, 6.939, -2.026)
O (1.680, 8.865, -3.584)
C (1.072, 9.947, -2.879)
C (1.635, 10.088, -1.476)
C (1.987, 6.556, -4.607)
H (-0.015, 9.831, -2.858)
H (1.289, 10.856, -3.445)
H (1.360, 9.234, -0.854)
H (1.253, 10.992, -0.996)
H (2.727, 10.132, -1.501)
H (1.503, 6.899, -5.521)
H (1.849, 5.481, -4.489)
H (3.049, 6.797, -4.614)
O (6.394, 0.745, -3.914)
S (6.171, -0.595, -3.437)
O (5.293, -1.509, -4.121)
O (5.749, -0.535, -1.878)
C (4.636, 0.280, -1.504)
C (3.316, -0.376, -1.860)
C (7.738, -1.388, -3.212)
H (4.717, 1.274, -1.953)
H (4.689, 0.411, -0.420)
H (3.188, -0.442, -2.943)
H (2.480, 0.197, -1.457)
H (3.272, -1.395, -1.466)
H (8.395, -0.720, -2.656)
H (8.155, -1.591, -4.198)
H (7.585, -2.323, -2.673)

Values from the calculation:
highest occupied orbital energy: -8.16 eV
SMILES string: CCOCCCCC[C@]1(O)NC(=O)[C@](Cc2ccccc2C)(P(O)(O)=S)[C@@H]1CCC(=O)O.CCOS(C)(=O)=O.CCOS(C)(=O)=O
lowest unoccupied orbital energy: -0.1 eV

---

Entry 3:
Density functional theory data (ωB97M-V/def2-TZVPD) for a 4-piece molecular cluster, C28H51F4N5O6 overall at a distorted geometry.

Geometry (Å):
F (-2.805, -7.408, 2.142)
C (-2.457, -7.651, 0.783)
F (-2.549, -9.085, 0.601)
C (-0.957, -7.232, 0.390)
F (-0.865, -6.832, -0.982)
F (-0.123, -8.390, 0.561)
C (-0.328, -6.062, 1.273)
C (1.208, -6.126, 1.599)
C (1.844, -4.985, 2.426)
C (0.983, -3.775, 2.980)
N (1.685, -2.786, 3.756)
C (0.815, -1.764, 4.238)
C (-0.710, -1.728, 3.920)
N (-1.436, -2.658, 3.119)
C (-0.532, -3.687, 2.678)
C (-1.158, -4.849, 1.797)
H (-3.218, -7.109, 0.103)
H (1.845, -7.003, 1.226)
H (2.971, -5.047, 2.662)
H (1.264, -0.930, 4.896)
H (-1.317, -0.858, 4.377)
H (-2.277, -4.863, 1.511)
C (-2.657, 2.711, -3.049)
O (-3.376, 1.864, -2.167)
C (-3.242, 0.476, -2.481)
C (-2.417, -0.243, -1.411)
N (-1.008, 0.153, -1.470)
C (-0.223, -0.282, -0.313)
C (-0.620, 0.267, 1.066)
O (-0.389, 1.665, 1.223)
C (-1.424, 2.495, 0.720)
H (-2.957, 3.741, -2.848)
H (-1.580, 2.629, -2.877)
H (-2.887, 2.482, -4.094)
H (-2.826, 0.317, -3.482)
H (-4.252, 0.055, -2.475)
H (-2.491, -1.324, -1.564)
H (-2.858, -0.001, -0.439)
H (-0.953, 1.164, -1.526)
H (0.811, 0.017, -0.508)
H (-0.228, -1.379, -0.277)
H (0.026, -0.222, 1.803)
H (-1.645, 0.006, 1.349)
H (-2.410, 2.036, 0.812)
H (-1.220, 2.766, -0.318)
H (-1.423, 3.423, 1.299)
C (2.160, -0.057, -6.848)
O (1.830, 0.602, -8.061)
C (1.264, -0.269, -9.043)
C (-0.217, 0.050, -9.258)
N (-1.020, -0.344, -8.099)
C (-2.389, 0.176, -8.123)
C (-2.573, 1.702, -8.097)
O (-2.183, 2.313, -6.871)
C (-0.796, 2.593, -6.766)
H (2.741, 0.635, -6.236)
H (1.258, -0.330, -6.293)
H (2.769, -0.947, -7.034)
H (1.415, -1.326, -8.795)
H (1.797, -0.073, -9.979)
H (-0.577, -0.487, -10.141)
H (-0.296, 1.125, -9.451)
H (-0.569, -0.004, -7.256)
H (-2.894, -0.238, -7.245)
H (-2.905, -0.232, -9.000)
H (-3.647, 1.897, -8.194)
H (-2.102, 2.202, -8.950)
H (-0.344, 2.838, -7.729)
H (-0.276, 1.753, -6.298)
H (-0.675, 3.453, -6.102)
C (0.684, 4.729, 8.157)
O (1.691, 4.910, 7.173)
C (3.018, 4.855, 7.703)
C (3.736, 3.590, 7.231)
N (3.178, 2.393, 7.863)
C (3.629, 1.138, 7.258)
C (3.265, 0.885, 5.786)
O (1.871, 0.689, 5.558)
C (1.119, 1.887, 5.418)
H (-0.279, 4.962, 7.700)
H (0.657, 3.692, 8.503)
H (0.835, 5.403, 9.006)
H (3.030, 4.940, 8.796)
H (3.551, 5.722, 7.301)
H (4.799, 3.663, 7.483)
H (3.642, 3.546, 6.141)
H (2.166, 2.428, 7.798)
H (3.195, 0.330, 7.854)
H (4.716, 1.063, 7.375)
H (3.745, -0.056, 5.494)
H (3.668, 1.647, 5.110)
H (1.695, 2.691, 4.957)
H (0.727, 2.201, 6.388)
H (0.258, 1.673, 4.779)

Values from the calculation:
highest occupied orbital energy: -8.61 eV
SMILES string: FC(F)C(F)(F)c1ccc2nccnc2c1.COCCNCCOC.COCCNCCOC.COCCNCCOC
lowest unoccupied orbital energy: -1.1 eV

---

Entry 4:
Density functional theory data (ωB97M-V/def2-TZVPD) for a 5-piece molecular cluster, C28H51IN2O6 overall at a distorted geometry.

Geometry (Å):
C (4.477, -3.010, 1.228)
C (4.373, -1.483, 0.592)
O (5.109, -1.251, -0.529)
O (3.557, -0.412, 1.220)
C (2.569, 0.139, 0.281)
C (1.134, 0.534, 1.026)
C (0.026, -0.706, 0.972)
C (0.586, -2.229, 1.085)
N (-0.239, -3.485, 1.043)
C (-1.690, -3.112, 0.928)
C (-2.782, -4.374, 0.916)
C (-4.410, -4.201, 0.847)
C (-4.990, -2.652, 0.769)
C (-3.941, -1.361, 0.779)
I (-4.827, 0.687, 0.727)
C (-2.293, -1.604, 0.855)
N (-1.434, -0.371, 0.851)
H (3.589, -3.620, 0.713)
H (5.479, -3.562, 0.982)
H (4.210, -2.973, 2.373)
H (2.399, -0.567, -0.641)
H (3.035, 1.140, -0.155)
H (1.408, 0.689, 2.169)
H (0.757, 1.518, 0.518)
H (1.763, -2.365, 1.213)
H (-2.351, -5.481, 0.994)
H (-5.110, -5.168, 0.851)
H (-6.169, -2.540, 0.750)
C (-7.504, 6.787, 0.913)
C (-6.341, 5.818, 0.789)
O (-6.746, 4.487, 0.482)
C (-7.422, 4.298, -0.758)
C (-6.575, 4.657, -1.966)
H (-8.264, 6.395, 1.597)
H (-7.157, 7.756, 1.286)
H (-7.988, 6.954, -0.053)
H (-5.822, 5.770, 1.753)
H (-5.606, 6.173, 0.059)
H (-8.371, 4.844, -0.762)
H (-7.676, 3.234, -0.812)
H (-6.388, 5.734, -2.015)
H (-7.080, 4.362, -2.889)
H (-5.601, 4.159, -1.919)
C (5.539, -0.910, 4.523)
C (4.037, -1.082, 4.662)
O (3.667, -2.253, 5.383)
C (4.100, -2.329, 6.738)
C (3.531, -1.226, 7.614)
H (6.000, -1.824, 4.133)
H (5.770, -0.081, 3.846)
H (6.007, -0.694, 5.487)
H (3.603, -1.184, 3.661)
H (3.577, -0.195, 5.110)
H (5.194, -2.352, 6.789)
H (3.752, -3.294, 7.121)
H (3.941, -0.249, 7.340)
H (3.774, -1.407, 8.665)
H (2.444, -1.167, 7.505)
C (6.362, 0.552, -3.088)
C (5.301, 1.440, -3.714)
O (5.002, 2.596, -2.937)
C (6.071, 3.515, -2.728)
C (6.599, 4.126, -4.014)
H (6.112, 0.324, -2.047)
H (6.454, -0.386, -3.644)
H (7.341, 1.040, -3.090)
H (4.369, 0.869, -3.791)
H (5.575, 1.725, -4.735)
H (6.874, 3.043, -2.154)
H (5.671, 4.317, -2.099)
H (7.111, 3.380, -4.629)
H (7.314, 4.924, -3.794)
H (5.780, 4.537, -4.614)
C (-4.536, -4.314, -4.921)
C (-5.017, -3.095, -4.154)
O (-4.547, -3.052, -2.810)
C (-3.135, -2.976, -2.631)
C (-2.522, -1.717, -3.220)
H (-4.740, -5.231, -4.360)
H (-5.033, -4.375, -5.894)
H (-3.457, -4.273, -5.098)
H (-6.111, -3.126, -4.099)
H (-4.758, -2.169, -4.679)
H (-2.651, -3.875, -3.026)
H (-2.960, -2.977, -1.550)
H (-2.574, -1.723, -4.313)
H (-1.469, -1.635, -2.936)
H (-3.055, -0.827, -2.873)

Values from the calculation:
highest occupied orbital energy: -8.17 eV
SMILES string: CC(=O)OCCc1cnc2cccc(I)c2n1.CCOCC.CCOCC.CCOCC.CCOCC
lowest unoccupied orbital energy: -1.3 eV

---

Entry 5:
Density functional theory data (ωB97M-V/def2-TZVPD) for C28H51O5SiSn as an isolated structure.

Geometry (Å):
Sn (-1.126, 1.906, -0.551)
C (-2.433, 1.888, 2.579)
C (-2.991, 0.675, 1.868)
O (-3.199, 0.924, 0.475)
C (-4.427, 1.548, 0.055)
C (-4.220, 3.023, -0.184)
O (-3.087, 3.160, -1.074)
C (-2.734, 4.521, -1.404)
C (-1.863, 5.101, -0.309)
O (-0.784, 4.153, -0.100)
C (-0.068, 4.313, 1.144)
C (-0.884, 3.700, 2.261)
O (-1.340, 2.412, 1.791)
H (-2.066, 1.614, 3.570)
H (-3.183, 2.675, 2.693)
H (-3.919, 0.352, 2.344)
H (-2.281, -0.152, 1.914)
H (-5.217, 1.385, 0.790)
H (-4.711, 1.056, -0.875)
H (-4.024, 3.569, 0.742)
H (-5.103, 3.450, -0.664)
H (-3.631, 5.117, -1.570)
H (-2.183, 4.466, -2.344)
H (-2.409, 5.241, 0.625)
H (-1.438, 6.057, -0.616)
H (0.138, 5.367, 1.330)
H (0.877, 3.794, 1.007)
H (-1.761, 4.303, 2.508)
H (-0.280, 3.581, 3.162)
C (2.651, 3.356, -2.204)
C (2.369, 2.532, -0.994)
O (1.191, 2.184, -0.753)
C (3.447, 2.136, -0.093)
C (4.786, 2.294, -0.470)
C (5.798, 1.915, 0.396)
C (5.481, 1.406, 1.648)
C (4.152, 1.259, 2.039)
C (3.140, 1.611, 1.170)
H (1.725, 3.664, -2.680)
H (3.235, 2.772, -2.919)
H (3.254, 4.225, -1.942)
H (5.043, 2.701, -1.438)
H (6.832, 2.027, 0.101)
H (6.274, 1.129, 2.329)
H (3.920, 0.875, 3.023)
H (2.104, 1.488, 1.461)
C (-1.496, -5.306, -0.633)
C (-1.502, -3.913, 0.048)
C (-1.686, -4.124, 1.558)
C (-2.707, -3.083, -0.451)
Si (0.102, -3.093, -0.487)
C (1.404, -2.644, 0.789)
C (0.765, -1.616, 1.747)
C (1.794, -3.925, 1.564)
C (2.697, -2.031, 0.228)
C (0.434, -2.819, -2.308)
C (1.321, -4.050, -2.646)
C (-0.811, -2.835, -3.211)
C (1.223, -1.538, -2.620)
H (-2.431, -5.810, -0.376)
H (-0.683, -5.940, -0.272)
H (-1.444, -5.258, -1.719)
H (-2.625, -4.662, 1.702)
H (-1.771, -3.185, 2.106)
H (-0.908, -4.730, 2.015)
H (-3.611, -3.529, -0.032)
H (-2.816, -3.083, -1.531)
H (-2.674, -2.044, -0.104)
H (-0.095, -2.010, 2.287)
H (0.477, -0.688, 1.230)
H (1.518, -1.337, 2.489)
H (0.970, -4.377, 2.109)
H (2.557, -3.655, 2.296)
H (2.236, -4.679, 0.910)
H (2.541, -1.033, -0.183)
H (3.176, -2.656, -0.525)
H (3.404, -1.931, 1.056)
H (0.813, -5.002, -2.482)
H (2.264, -4.059, -2.095)
H (1.569, -4.001, -3.709)
H (-1.386, -3.755, -3.142)
H (-0.472, -2.751, -4.246)
H (-1.475, -1.992, -3.017)
H (2.233, -1.554, -2.222)
H (0.734, -0.626, -2.258)
H (1.305, -1.455, -3.705)

Values from the calculation:
highest occupied orbital energy: -16.82 eV
charge: +3
lowest unoccupied orbital energy: -8.7 eV